Below is a gas-phase ion, C2H4NO2 (charge +1), with properties calculated with ωB97M-V/def2-TZVPD.

XYZ file:
```
9
Properties=species:S:1:pos:R:3:forces:R:3:nbo_charge:R:1
C 1.4209 0.1435 0.1314 -6.251 -5.715 4.219 0.358
C 0.0718 -0.2579 0.5716 3.152 -1.387 0.689 0.198
N -0.9432 0.2268 -0.2864 -3.912 0.056 -0.666 -0.726
O 2.2509 0.9024 -0.0537 7.459 7.358 -2.374 -0.173
O 0.8912 -1.0478 -0.2644 -0.300 -2.327 -1.210 -0.357
H -0.0516 -0.7581 1.5500 -0.807 0.971 -0.270 0.277
H -0.9366 -0.4268 -1.0718 0.747 0.380 -0.932 0.476
H -0.7688 1.2059 -0.5632 -0.568 -0.395 -0.038 0.485
H -1.9345 0.0120 -0.0135 0.479 1.060 0.582 0.461
```
Positions in Å, forces in eV/Å.

Summary:
HOMO-LUMO gap (alpha / beta): 6.265 / 8.955 eV
Energy above the lowest of the compared OMol25 structures with the same formula, charge and spin: 375.1 kJ/mol
2S+1: 3
DFT total energy: -7708.7650 eV
Net charge: +1

Below is a molecular structure, C2H4NO2P, with properties calculated with ωB97M-V/def2-TZVPD.

XYZ file:
```
10
Properties=species:S:1:pos:R:3:forces:R:3:nbo_charge:R:1
C -0.3643 -0.4904 -1.0649 -0.816 2.422 2.191 -0.374
C -0.6256 0.8739 0.3755 -2.133 -1.663 -2.058 -0.323
N 0.5763 0.3593 -0.1454 1.998 0.312 -1.706 -0.596
O -2.8017 1.0045 -1.6624 2.179 -0.158 0.720 -1.042
O -0.3540 1.9385 -2.0631 1.108 1.273 -0.842 -1.117
P -1.3268 1.0779 -1.4184 -3.021 -0.613 -0.054 2.147
H -0.7766 -1.2561 -0.3725 0.461 -0.051 -0.831 0.195
H -1.1500 0.0991 0.9318 0.202 0.483 1.015 0.199
H 1.1195 -0.3229 0.3197 0.970 -0.311 1.200 0.428
H 1.1221 1.1414 -0.6450 -0.949 -1.693 0.365 0.483
```
Positions in Å, forces in eV/Å.

Summary:
HOMO-LUMO gap: 9.418 eV
Energy above the lowest of the compared OMol25 structures with the same formula, charge and spin: 400.3 kJ/mol
DFT total energy: -17009.2607 eV
Net charge: 0

Below is a molecular structure, C2H4NO2P, with properties calculated with ωB97M-V/def2-TZVPD.

XYZ file:
```
10
Properties=species:S:1:pos:R:3:forces:R:3:nbo_charge:R:1
C -0.3650 0.6533 0.8778 -2.038 -0.070 0.432 0.611
C 0.8456 0.6573 0.0884 -1.148 -1.262 -3.816 -0.109
N -1.4358 0.4292 0.0775 -2.995 -0.343 0.554 -0.933
O -0.3841 0.8327 2.0683 0.311 0.264 0.587 -0.566
O 0.3558 0.3139 -1.6052 2.086 1.723 3.913 -0.845
P -1.0423 -0.3884 -1.3807 -0.891 -2.187 -0.189 1.114
H 1.3520 1.5425 0.2042 1.206 2.179 -0.577 0.228
H 1.4342 -0.1566 0.3114 1.414 -1.901 0.239 0.222
H -2.4345 0.3651 0.4842 2.482 0.198 -0.649 0.433
H -0.5771 -1.7304 -0.7550 -0.428 1.400 -0.493 -0.155
```
Positions in Å, forces in eV/Å.

Summary:
HOMO-LUMO gap: 9.553 eV
Energy above the lowest of the compared OMol25 structures with the same formula, charge and spin: 178.5 kJ/mol
DFT total energy: -17011.5592 eV
Net charge: 0

Below is 2 unconnected molecules or ions with the total composition C2H4NO3, with properties calculated with ωB97M-V/def2-TZVPD.

XYZ file:
```
10
Properties=species:S:1:pos:R:3:forces:R:3:nbo_charge:R:1
C -0.4316 1.1841 1.8026 -0.556 -0.149 1.159 1.053
C 0.8137 -0.9032 -0.9097 3.348 -1.246 -0.719 -0.401
N -0.4796 -0.7677 -1.1824 -3.600 -1.392 -1.287 -0.584
O 0.0532 2.0514 1.2149 0.527 0.581 -0.255 -0.536
O -0.8848 0.5091 2.6510 0.205 -0.116 -0.778 -0.579
O -0.9934 0.3355 -0.3487 -2.024 0.916 -0.630 -0.720
H 1.5046 -0.3446 -1.6321 0.395 -0.191 0.303 0.057
H 1.0674 -0.5419 0.0560 0.551 0.634 1.539 0.136
H 1.2483 -2.0081 -0.8791 -0.906 1.421 -0.311 0.116
H -1.8978 0.4855 -0.7727 2.060 -0.457 0.977 0.459
```
Positions in Å, forces in eV/Å.

Summary:
HOMO-LUMO gap: 4.418 eV
Energy above the lowest of the compared OMol25 structures with the same formula, charge and spin: 474.8 kJ/mol
DFT total energy: -9768.8883 eV
Net charge: -1

Below is 2 unconnected molecules or ions with the total composition C2H4NO4, with properties calculated with ωB97M-V/def2-TZVPD.

XYZ file:
```
11
Properties=species:S:1:pos:R:3:forces:R:3:nbo_charge:R:1
O -0.9726 -2.0254 1.1713 0.647 0.844 0.403 -0.557
C -1.2133 -2.3743 0.0601 -1.575 -3.988 -0.317 0.601
O -0.5630 -2.0805 -1.1049 -1.503 1.195 2.891 -0.671
H -2.0743 -3.0582 -0.0856 0.095 -0.047 -0.338 0.070
H -0.6640 -1.2029 -0.6202 2.645 2.267 -2.724 0.541
N 1.8834 1.9382 0.3810 -0.025 0.061 -0.321 -0.935
C 0.5610 1.6173 -0.0518 0.542 0.346 0.350 0.870
O 0.4916 0.6488 -0.8456 -0.421 -0.447 -0.108 -0.843
O -0.3256 2.3611 0.4048 -0.362 -0.102 -0.004 -0.801
H 2.6468 1.3593 0.0918 -0.012 -0.173 0.099 0.362
H 1.9958 2.5586 1.1571 -0.031 0.044 0.068 0.364
```
Positions in Å, forces in eV/Å.

Summary:
HOMO-LUMO gap: 7.920 eV
Energy above the lowest of the compared OMol25 structures with the same formula, charge and spin: 237.4 kJ/mol
DFT total energy: -11819.9895 eV
Net charge: -1

Below is 2 unconnected molecules or ions with the total composition C2H4NO4, with properties calculated with ωB97M-V/def2-TZVPD.

XYZ file:
```
11
Properties=species:S:1:pos:R:3:forces:R:3:nbo_charge:R:1
O -1.0703 1.3196 0.8777 0.171 0.141 -0.313 -0.659
C -0.8905 0.2039 1.3544 -0.436 2.057 -0.680 0.511
N 0.0995 -0.6366 1.0431 -0.467 -0.113 0.363 -0.690
C 1.1384 -0.6154 -0.0346 -0.084 0.293 0.299 0.894
O 1.4206 0.5105 -0.4433 0.548 -0.049 -0.177 -0.764
O 1.5403 -1.7596 -0.2683 0.148 0.105 -0.142 -0.757
H -1.6710 -0.0146 2.1058 0.558 -1.297 0.264 0.093
H -0.0024 -1.5498 1.3988 -0.070 -1.053 0.465 0.381
H 0.4695 0.7459 -2.2914 0.550 -0.729 -0.440 0.480
H -0.5495 1.1725 -1.4746 -0.890 -0.166 0.517 0.486
O -0.4846 0.6237 -2.2676 -0.029 0.810 -0.155 -0.975
```
Positions in Å, forces in eV/Å.

Summary:
HOMO-LUMO gap: 9.089 eV
Energy above the lowest of the compared OMol25 structures with the same formula, charge and spin: 110.5 kJ/mol
DFT total energy: -11821.3049 eV
Net charge: -1

Below is C2H4NOP in the gas phase, with properties calculated with ωB97M-V/def2-TZVPD.

XYZ file:
```
9
Properties=species:S:1:pos:R:3:forces:R:3:nbo_charge:R:1
C 1.0936 0.2440 -0.0275 1.624 -1.202 1.790 0.134
C 1.8389 0.0983 1.0647 2.779 0.241 -1.474 -0.518
N -0.2110 0.1635 -0.2753 0.560 2.383 -0.948 -0.892
O -2.5426 -0.1706 -1.0716 1.204 0.965 1.763 -1.005
P -1.3485 -1.0229 -0.2668 -1.356 -0.922 -0.394 0.930
H 1.5915 0.1321 2.0934 -1.225 -0.034 0.878 0.199
H 3.0022 0.0608 1.0263 -2.114 0.065 -0.541 0.209
H -0.4071 1.0451 -0.7636 -0.992 -0.453 0.079 0.440
H -3.0169 -0.5503 -1.7796 -0.482 -1.042 -1.153 0.502
```
Positions in Å, forces in eV/Å.

Summary:
HOMO-LUMO gap (alpha / beta): 7.735 / 7.332 eV
Energy above the lowest of the compared OMol25 structures with the same formula, charge and spin: 262.3 kJ/mol
DFT total energy: -14961.9268 eV
Net charge: 0

Below is 2 unconnected molecules or ions with the total composition C2H4NOS, with properties calculated with ωB97M-V/def2-TZVPD.

XYZ file:
```
9
Properties=species:S:1:pos:R:3:forces:R:3:nbo_charge:R:1
C -0.4966 0.2868 0.3098 0.022 -0.215 0.695 -0.336
C -1.7163 0.0846 -0.0841 -3.329 -0.562 -0.784 -0.461
N 1.6811 -0.3374 -0.3908 3.158 -0.957 -0.008 -0.082
O 2.0703 0.7684 -0.0578 -0.108 0.571 -0.288 -0.462
S 2.9118 -1.5629 -0.1087 -1.072 0.177 -0.393 -0.413
H 0.0777 1.0987 -0.0010 0.199 1.704 -0.287 0.209
H 0.1321 -0.3331 0.9059 -0.616 -0.855 0.524 0.209
H -2.3237 -0.8385 0.0617 0.754 0.581 0.386 0.170
H -2.3366 0.8335 -0.6351 0.992 -0.445 0.155 0.167
```
Positions in Å, forces in eV/Å.

Summary:
HOMO-LUMO gap: 7.362 eV
Energy above the lowest of the compared OMol25 structures with the same formula, charge and spin: 97.9 kJ/mol
DFT total energy: -16509.1403 eV
Net charge: -1

Below is a gas-phase ion, C2H4NOS2 (charge +1), with properties calculated with ωB97M-V/def2-TZVPD.

XYZ file:
```
10
Properties=species:S:1:pos:R:3:forces:R:3:nbo_charge:R:1
C -0.5938 0.4501 -0.4166 0.846 -0.693 1.862 -0.256
C -0.5493 -0.9584 0.3297 -0.961 2.179 -1.051 -0.592
N 0.8230 1.0000 0.0197 0.524 1.525 -0.743 0.099
O 1.0342 2.1808 0.2111 -0.468 -2.548 -0.314 -0.146
S 0.8990 -1.8061 -0.1637 1.047 -0.946 -0.510 0.265
S 2.0893 -0.1904 0.0957 -0.418 1.381 0.362 0.526
H -0.5962 0.4842 -1.5254 -0.111 -0.072 0.710 0.275
H -1.2825 1.1348 0.1298 0.336 -0.414 -0.912 0.272
H -0.5201 -0.6319 1.3900 -0.507 -1.097 -0.310 0.258
H -1.3036 -1.6631 -0.0702 -0.287 0.685 0.906 0.297
```
Positions in Å, forces in eV/Å.

Summary:
SMILES: O=[N+]1CCSS1
HOMO-LUMO gap (alpha / beta): 7.341 / 7.344 eV
Energy above the lowest of the compared OMol25 structures with the same formula, charge and spin: 0.0 kJ/mol
DFT total energy: -27336.2590 eV
Net charge: +1

Below is C2H4NP in the gas phase, with properties calculated with ωB97M-V/def2-TZVPD.

XYZ file:
```
8
Properties=species:S:1:pos:R:3:forces:R:3:nbo_charge:R:1
C 0.5186 0.5517 -0.6540 -0.630 1.887 0.723 -0.832
C -0.3447 0.4445 0.6532 -0.716 -0.190 -1.329 0.146
N -0.9385 -0.5627 1.1740 1.815 0.621 -0.663 -0.573
P 1.5794 2.0302 -1.4418 -0.832 -1.459 1.441 0.331
H 0.9104 -0.3985 -0.7394 1.746 -1.979 -0.544 0.220
H -0.1839 0.5860 -1.4758 -0.864 -0.055 -0.216 0.247
H -0.7550 1.3253 0.9970 -0.368 2.445 0.788 0.152
H -0.4917 -1.3561 0.7446 -0.153 -1.269 -0.199 0.309
```
Positions in Å, forces in eV/Å.

Summary:
HOMO-LUMO gap (alpha / beta): 7.231 / 7.238 eV
Energy above the lowest of the compared OMol25 structures with the same formula, charge and spin: 289.5 kJ/mol
DFT total energy: -12913.5285 eV
Net charge: 0